No. 1
Entry from the OMol25 dataset: a cluster of 8 separate species, C30H76N4O8 in total at a distorted geometry (ωB97M-V with the def2-TZVPD basis set).

Geometry (Å):
C1 4.0288 6.4715 -2.7273
C2 3.1654 7.2590 -3.7237
C3 2.9438 8.5832 -2.9862
C4 3.9283 7.3683 -5.0193
C5 3.2025 7.8801 -6.2685
C6 1.9245 7.0401 -6.4376
C7 1.0714 6.6756 -5.1706
C8 0.1022 7.7947 -4.8356
C9 0.3348 5.3313 -5.4531
N1 1.9404 6.5354 -4.0245
O1 1.2810 5.9091 -2.9560
H1 5.0323 6.8958 -2.6932
H2 3.6047 6.3799 -1.7273
H3 4.1965 5.4181 -2.9519
H4 2.2003 9.1458 -3.5509
H5 2.3989 8.5015 -2.0457
H6 3.8991 9.1051 -2.9323
H7 4.7839 8.0425 -4.9793
H8 4.2739 6.3849 -5.3381
H9 2.9739 8.9395 -6.1521
H10 3.7033 7.7663 -7.2299
H11 2.2244 6.0864 -6.8719
H12 1.3055 7.6617 -7.0846
H13 0.4996 8.5809 -4.1937
H14 -0.7425 7.4888 -4.2183
H15 -0.4894 8.2845 -5.6091
H16 1.0245 4.5080 -5.2667
H17 -0.0504 5.1274 -6.4522
H18 -0.5338 5.2524 -4.7994
H19 0.8593 6.7128 -2.6432
C10 2.3543 -6.7203 3.0286
C11 2.9260 -8.2301 2.9529
C12 4.3225 -8.2481 3.5848
C13 1.8916 -9.1062 3.6980
C14 1.9520 -10.5879 3.3476
C15 2.0058 -10.9018 1.8482
C16 3.1024 -10.0598 1.1486
C17 4.5152 -10.6454 1.2589
C18 2.6620 -10.0988 -0.3452
N2 2.9635 -8.6364 1.4997
O2 3.8591 -7.8951 0.7285
H20 2.4068 -6.2386 4.0050
H21 2.9230 -6.1798 2.2719
H22 1.3161 -6.6585 2.7027
H23 5.0794 -8.0130 2.8365
H24 4.3716 -7.4598 4.3360
H25 4.6174 -9.1483 4.1241
H26 2.1909 -9.0469 4.7445
H27 0.8776 -8.7371 3.5439
H28 2.9095 -11.0277 3.6267
H29 1.1325 -11.1113 3.8402
H30 1.0254 -10.6981 1.4176
H31 2.3878 -11.9215 1.8007
H32 4.7576 -10.6835 2.3209
H33 5.2834 -9.9385 0.9454
H34 4.6346 -11.6337 0.8148
H35 3.2829 -9.5221 -1.0308
H36 1.6980 -9.6149 -0.5016
H37 2.3875 -11.0636 -0.7715
H38 3.2809 -7.4394 0.1124
C19 -4.3177 6.9743 7.0865
O3 -3.2348 6.0707 7.3756
C20 -2.3568 5.7503 6.3480
C21 -2.8431 4.8901 5.0892
C22 -3.1786 3.4325 5.4731
N3 -1.7436 4.7300 4.0578
H39 -5.0629 6.4548 6.4841
H40 -3.8116 7.8001 6.5865
H41 -4.6543 7.3319 8.0596
H42 -1.7851 6.6208 6.0264
H43 -1.5232 5.1925 6.7746
H44 -3.7547 5.2830 4.6390
H45 -4.0109 3.4465 6.1768
H46 -2.2857 3.0133 5.9369
H47 -3.4203 2.8361 4.5934
H48 -1.8868 4.1200 3.2657
H49 -1.0056 4.2704 4.5718
C23 -8.6867 3.5860 2.6239
O4 -8.0046 2.9075 1.5357
C24 -8.7876 2.8959 0.3636
C25 -8.2116 2.0618 -0.7748
C26 -6.9198 2.7470 -1.3064
N4 -9.1051 1.7082 -1.8459
H50 -8.9285 4.6354 2.4552
H51 -8.0170 3.6339 3.4825
H52 -9.5098 2.9840 3.0088
H53 -9.7574 2.4944 0.6575
H54 -8.9904 3.8905 -0.0336
H55 -7.9333 1.0733 -0.4094
H56 -6.2179 2.9513 -0.4979
H57 -7.1220 3.6723 -1.8458
H58 -6.4412 2.1080 -2.0485
H59 -8.6349 0.9149 -2.2577
H60 -9.8417 1.1510 -1.4370
C27 -2.8161 -7.2518 -0.1333
O5 -2.7678 -6.0249 -0.9154
H61 -2.5652 -8.1249 -0.7357
H62 -2.0939 -7.3658 0.6751
H63 -3.8284 -7.3258 0.2642
H64 -1.9146 -6.1245 -1.3442
C28 1.9829 -4.3706 -4.9217
O6 1.2779 -5.4602 -4.4348
H65 1.1954 -3.6770 -5.2164
H66 2.5945 -3.9178 -4.1414
H67 2.4383 -4.7365 -5.8420
H68 1.0128 -6.0135 -5.1732
C29 6.8611 -0.3364 1.9984
O7 6.2641 -0.9255 0.8839
H69 6.8557 0.7536 1.9991
H70 6.2669 -0.5741 2.8807
H71 7.8838 -0.6864 2.1383
H72 5.4354 -0.4679 0.7239
C30 0.3898 0.2709 -1.0398
O8 1.5745 0.9086 -0.6531
H73 0.3659 0.0106 -2.0980
H74 0.2079 -0.6880 -0.5545
H75 -0.3971 0.9981 -0.8399
H76 1.5568 1.6327 -1.2832

Values from the calculation:
E_LUMO: 0.324 eV
Relative energy (zero: lowest compared OMol25 entry of this formula, charge and spin): 114.5 kcal/mol
Net charge: 0
Kohn-Sham gap: 8.35 eV
SMILES string: CC1(C)CCCC(C)(C)N1O.CC1(C)CCCC(C)(C)N1O.COC[C@H](C)N.COC[C@H](C)N.CO.CO.CO.CO

Atom charges from the Löwdin analysis, given in e for atoms 1 to 6: -0.047, -0.520, -0.031, -0.144, -0.175, -0.122

No. 2
Entry from the OMol25 dataset: a cluster of 8 separate species, C30H77B2F8N5O6 in total at a distorted geometry (ωB97M-V with the def2-TZVPD basis set).

Geometry (Å):
C1 23.9711 15.4480 -34.0896
C2 24.4242 15.1990 -32.6393
C3 24.6244 16.5557 -31.8282
N1 25.6715 16.4658 -30.6755
C4 25.3131 15.3258 -29.6691
C5 27.0723 16.1672 -31.3029
C6 27.7084 17.6195 -31.2373
C7 27.2536 18.1812 -29.8130
C8 25.7589 17.9218 -29.9685
H1 23.5178 14.5407 -34.4888
H2 24.9123 15.6164 -34.6129
H3 23.4476 16.3778 -34.3117
H4 25.2897 14.5599 -32.8141
H5 23.7376 14.5234 -32.1292
H6 23.6909 16.8171 -31.3299
H7 24.9583 17.3350 -32.5132
H8 25.6074 14.4645 -30.2688
H9 24.2755 15.2517 -29.3436
H10 25.9932 15.5426 -28.8453
H11 27.7466 15.6774 -30.6005
H12 27.0085 15.8035 -32.3285
H13 28.7892 17.5445 -31.1170
H14 27.4777 18.2257 -32.1133
H15 27.6004 17.6956 -28.9008
H16 27.3546 19.2663 -29.7967
H17 25.2666 17.8513 -28.9986
H18 25.2682 18.7400 -30.4957
C9 28.3588 20.0144 -37.3936
N2 28.6043 19.1089 -36.0883
C10 30.1199 19.1791 -35.9800
C11 27.9590 19.7652 -34.8994
C12 28.2006 17.6309 -36.1101
C13 26.6583 17.3501 -36.1600
O1 25.9887 18.0227 -37.1424
H19 27.2954 20.2488 -37.4419
H20 28.7380 19.3695 -38.1864
H21 29.0312 20.8718 -37.4206
H22 30.4565 18.8532 -36.9642
H23 30.4696 18.5214 -35.1843
H24 30.4923 20.1950 -35.8482
H25 28.1949 19.1870 -34.0060
H26 26.8692 19.7442 -34.8968
H27 28.3156 20.7952 -34.8891
H28 28.5772 17.1497 -35.2075
H29 28.8188 17.1016 -36.8352
H30 26.1806 17.4938 -35.1908
H31 26.6408 16.2778 -36.3552
H32 26.1363 17.8071 -38.0662
C14 29.9996 24.6205 -33.7255
N3 29.7578 24.3864 -32.2675
C15 28.4163 23.7144 -32.0617
C16 31.0161 23.4754 -31.9791
C17 29.8739 25.7620 -31.5655
C18 29.1739 25.8992 -30.2725
O2 29.7122 24.8358 -29.5174
H33 30.9255 25.1942 -33.6846
H34 29.2401 25.2383 -34.2047
H35 29.9248 23.7227 -34.3389
H36 27.6050 24.3338 -32.4441
H37 28.3382 23.5586 -30.9857
H38 28.4934 22.7217 -32.5051
H39 31.9655 24.0107 -31.9924
H40 31.1711 22.5245 -32.4888
H41 30.6765 23.1624 -30.9918
H42 29.3046 26.4644 -32.1743
H43 30.9206 26.0637 -31.5284
H44 28.0892 25.8516 -30.3688
H45 29.4996 26.8434 -29.8361
H46 29.6638 24.9024 -28.5610
C19 33.3509 15.3272 -32.3035
N4 32.8991 16.2305 -31.0980
C20 33.0977 17.6588 -31.6553
C21 31.4296 16.0249 -30.9088
C22 33.7497 15.9150 -29.8459
C23 35.2392 15.8762 -29.8558
O3 35.7685 14.6469 -30.2587
H47 32.5732 15.4769 -33.0525
H48 33.4082 14.2604 -32.0872
H49 34.3435 15.6440 -32.6237
H50 32.6879 17.7108 -32.6639
H51 34.1382 17.9830 -31.6342
H52 32.5408 18.3581 -31.0318
H53 31.1539 15.1024 -30.3978
H54 30.9553 15.9670 -31.8885
H55 31.1208 16.8123 -30.2213
H56 33.3589 14.9771 -29.4512
H57 33.5288 16.6580 -29.0796
H58 35.6154 16.2250 -28.8941
H59 35.4242 16.6398 -30.6114
H60 35.7070 14.0476 -29.5112
C24 31.2631 21.2174 -28.1898
N5 30.8668 20.4264 -27.0098
C25 31.9899 19.3785 -26.6307
C26 30.6885 21.4008 -25.8605
C27 29.5442 19.8331 -27.4773
C28 29.0729 18.6239 -26.5892
O4 29.8112 17.5210 -26.9799
H61 31.5673 20.5650 -29.0082
H62 32.1140 21.8596 -27.9626
H63 30.5126 21.9379 -28.5152
H64 32.9270 19.8561 -26.3449
H65 32.0094 18.7794 -27.5411
H66 31.5984 18.9202 -25.7225
H67 29.9004 22.1096 -26.1146
H68 31.6992 21.7791 -25.7070
H69 30.4162 20.8715 -24.9474
H70 29.6315 19.4957 -28.5101
H71 28.7540 20.5836 -27.4570
H72 28.0060 18.5122 -26.3959
H73 29.4355 18.7740 -25.5724
H74 29.2768 16.7648 -27.2331
B1 30.3352 20.2706 -32.3546
F1 31.0915 20.7959 -31.3396
F2 30.6688 18.9551 -32.4934
F3 29.0361 20.4105 -32.0040
F4 30.4544 20.8165 -33.5963
B2 34.8027 20.3593 -29.2446
F5 34.9624 21.5175 -28.4660
F6 35.9575 20.0900 -29.9897
F7 34.5351 19.2230 -28.4784
F8 33.7612 20.4993 -30.1054
C29 25.6882 21.4003 -32.3527
C30 24.2823 20.9732 -32.6596
O5 24.1549 20.1030 -33.5449
O6 23.4072 21.3027 -31.8093
H75 25.9166 21.1657 -31.3130
H76 25.7158 22.4825 -32.4794
H77 26.5788 21.0336 -32.8629

Values from the calculation:
E_LUMO (spin up / spin down): -2.071 / -2.130 eV
2S+1: 2
Net charge: +1
Kohn-Sham gap (spin up / spin down): 2.52 / 6.53 eV

Atom charges from the Löwdin analysis, given in e for atoms 1 to 6: -0.090, -0.227, -0.075, -0.212, 0.003, -0.115

No. 3
Entry from the OMol25 dataset: a cluster of 6 separate species, C30H77N5O11 in total at a distorted geometry (ωB97M-V with the def2-TZVPD basis set).

Geometry (Å):
C1 -4.8980 2.5333 1.2556
O1 -4.6444 1.5616 2.2051
C2 -3.5604 0.6627 1.9522
C3 -3.6294 -0.4924 2.9724
N1 -2.8092 -0.1570 4.1938
C4 -2.6851 -1.3765 5.0369
C5 -2.5230 -1.0860 6.5255
O2 -3.7581 -0.6798 7.0750
C6 -4.6080 -1.7706 7.3277
H1 -3.9623 2.8305 0.7821
H2 -5.4313 3.3334 1.7690
H3 -5.5068 2.1870 0.4205
H4 -2.6916 1.3164 2.0290
H5 -3.5088 0.1790 0.9768
H6 -3.1436 -1.4041 2.6247
H7 -4.6836 -0.7172 3.1339
H8 -1.8551 0.0796 3.9619
H9 -1.7798 -1.9448 4.8237
H10 -3.4525 -2.1462 4.9548
H11 -1.8416 -0.2471 6.6669
H12 -1.9648 -1.7739 7.1605
H13 -5.0477 -2.3214 6.4961
H14 -5.4360 -1.3230 7.8773
H15 -4.0975 -2.4838 7.9749
C7 1.2199 -3.9357 -2.3878
O3 0.6659 -4.2048 -1.0860
C8 -0.4432 -3.3641 -0.6564
C9 -1.7152 -3.6615 -1.4545
N2 -2.8060 -2.7337 -1.0679
C10 -3.9166 -3.1046 -1.9298
C11 -5.1988 -2.2765 -1.8447
O4 -4.9100 -0.8492 -1.9981
C12 -6.0769 0.0300 -2.1819
H16 1.8772 -3.0692 -2.3159
H17 0.6008 -3.8544 -3.2812
H18 1.8429 -4.7574 -2.7410
H19 -0.2692 -2.2895 -0.6014
H20 -0.7012 -3.7791 0.3179
H21 -2.2095 -4.5857 -1.1550
H22 -1.4522 -3.5577 -2.5072
H23 -3.1318 -2.6939 -0.1127
H24 -4.0704 -4.1448 -2.2166
H25 -3.5202 -2.7641 -2.8863
H26 -5.5866 -2.2178 -0.8277
H27 -6.0647 -2.7037 -2.3505
H28 -6.6250 0.1283 -1.2449
H29 -6.7406 -0.2610 -2.9962
H30 -5.6720 1.0051 -2.4525
C13 0.2791 2.9988 3.1771
O5 1.1749 2.1302 3.7938
C14 1.2164 0.8458 3.1264
C15 2.3062 -0.0132 3.7521
N3 3.6005 0.4212 3.2444
C16 4.6096 -0.3586 3.9130
C17 6.0228 0.0012 3.2778
O6 6.2210 1.3729 3.3392
C18 7.4398 1.6979 2.8505
H31 -0.4850 2.5836 2.5200
H32 0.7928 3.7612 2.5914
H33 -0.1913 3.6522 3.9119
H34 1.3342 0.8792 2.0433
H35 0.2629 0.3609 3.3356
H36 2.0226 -1.0041 3.3974
H37 2.3481 -0.0619 4.8402
H38 3.6871 0.1519 2.2748
H39 4.3577 -1.4147 3.8174
H40 4.6097 -0.0673 4.9633
H41 6.1749 -0.4571 2.3006
H42 6.7193 -0.5858 3.8766
H43 7.9959 0.9101 2.3424
H44 8.0911 2.1676 3.5875
H45 7.3092 2.6372 2.3131
C19 2.6524 -1.5038 -0.4341
O7 1.9967 -0.3614 -1.0119
C20 2.6460 0.5575 -1.9458
C21 3.8202 1.3697 -1.1529
N4 5.0394 0.5880 -0.9849
C22 5.9507 1.3006 -0.0791
C23 6.7177 2.3898 -0.8066
O8 7.4868 1.6789 -1.7769
C24 8.4377 2.4137 -2.4532
H46 1.9955 -2.3482 -0.2253
H47 3.2975 -1.1862 0.3852
H48 3.4416 -1.9609 -1.0310
H49 1.9754 1.3656 -2.2376
H50 3.1603 -0.0099 -2.7215
H51 3.4639 1.7543 -0.1972
H52 3.9098 2.2936 -1.7243
H53 5.6320 0.5073 -1.7988
H54 6.6447 0.5834 0.3593
H55 5.5289 1.8051 0.7902
H56 7.3811 2.8333 -0.0641
H57 6.0523 3.1316 -1.2481
H58 8.0096 3.1996 -3.0754
H59 8.8989 1.8184 -3.2413
H60 9.0989 2.9571 -1.7781
C25 -2.5066 -0.0500 -7.7451
O9 -1.5987 -0.8547 -6.9723
C26 -1.1773 -0.2945 -5.7510
C27 -2.0000 -0.8333 -4.5918
N5 -3.3480 -0.3263 -4.4907
C28 -3.4364 1.1269 -4.2134
C29 -2.5658 1.6077 -3.1471
O10 -3.1648 2.7489 -2.5786
C30 -2.2553 3.2796 -1.5842
H61 -2.9803 -0.7646 -8.4183
H62 -1.9758 0.7564 -8.2512
H63 -3.3621 0.4154 -7.2557
H64 -1.1776 0.7820 -5.9226
H65 -0.1297 -0.5920 -5.7983
H66 -1.3514 -0.9464 -3.7231
H67 -2.1047 -1.9039 -4.7677
H68 -3.7436 -0.6769 -3.6301
H69 -4.4517 1.4755 -4.0243
H70 -2.9726 1.6746 -5.0338
H71 -1.6237 1.8224 -3.6515
H72 -2.6636 0.7940 -2.4285
H73 -2.2727 2.8692 -0.5746
H74 -2.6173 4.3053 -1.5143
H75 -1.2430 3.5682 -1.8672
O11 -0.7915 0.6519 0.1012
H76 0.1145 0.4350 -0.1185
H77 -1.3161 0.0287 -0.4015

Values from the calculation:
E_LUMO: 0.573 eV
Relative energy (zero: lowest compared OMol25 entry of this formula, charge and spin): 133.0 kcal/mol
Net charge: 0
Kohn-Sham gap: 9.16 eV
SMILES string: COCCNCCOC.COCCNCCOC.COCCNCCOC.COCCNCCOC.COCCNCCOC.O

Atom charges from the Löwdin analysis, given in e for atoms 1 to 6: -0.115, -0.184, -0.198, -0.161, -0.023, -0.219